ORCA calculation (ωB97M-V/def2-TZVPD) on a cluster of 12 separate species, C55H138N10O12 in total.

The SMILES is CC1(C)CCCC(C)(C)N1O.CC1(C)CCCC(C)(C)N1O.CC1(C)CCCC(C)(C)N1O.COC[C@H](C)N.COC[C@H](C)N.COC[C@H](C)N.COC[C@H](C)N.COC[C@H](C)N.COC[C@H](C)N.COC[C@H](C)N.O.O. The value obtained for the total energy is -98733.860 eV. The molar mass is 1131.8 g mol⁻¹. Its total charge is 0.

Element x y z (Å)
O -2.65740 7.89023 -12.48915
O -8.60982 3.82904 -18.62675
O 3.00909 8.81925 -20.08448
O 0.47853 4.72288 -23.00350
O -1.10506 3.91217 -17.03915
O -2.27503 -3.32881 -16.94282
O -4.93925 0.31164 -12.00299
O -6.39474 3.67194 -15.00616
O -3.18507 4.47957 -18.98816
O 1.38470 2.17226 -12.80010
O 6.70559 5.00318 -20.22516
O 4.34062 0.64709 -21.33222
N 3.52585 -0.50148 -21.54659
N -4.20594 3.72796 -13.14233
N -3.20563 -2.28437 -17.09604
N -5.87625 3.42062 -19.35649
N -2.76825 3.46065 -21.95453
N -1.98149 8.53349 -13.49041
N 1.85594 3.13698 -16.40067
N -6.71973 6.09081 -13.62051
N 3.22749 3.95829 -18.99913
N 2.41260 6.37892 -17.33623
C 1.22772 -2.04685 -22.16155
C -1.82213 4.35201 -22.61960
C 0.01937 6.91660 -13.40162
C 1.25319 2.85016 -11.54436
C 4.64856 -1.07336 -23.56179
C -8.09319 4.27155 -19.89193
C 2.71206 7.69235 -18.00455
C -1.51072 9.91031 -13.07492
C -10.00280 3.53516 -18.76548
C -3.79050 2.37429 -12.74397
C -1.89246 6.54996 -15.01342
C 0.19009 9.79612 -14.98422
C 2.52577 -0.66167 -20.46217
C 1.87839 2.20789 -15.25778
C 3.28175 -0.71503 -22.96785
C 2.61634 0.41163 -23.74066
C -2.82918 2.55629 -11.57852
C -4.42458 -2.58903 -17.88645
C 2.61188 7.58023 -19.51905
C -2.69009 10.79374 -12.72879
C -1.76425 -0.91017 -18.53487
C 1.67109 -1.89244 -20.71345
C 1.54638 0.62330 -20.47261
C -0.38377 3.95713 -22.20154
C -5.66931 6.68633 -15.72369
C -4.10296 -2.86078 -19.40399
C -0.80849 10.67495 -14.23100
C 1.84997 4.49594 -22.65926
C -7.34308 4.67020 -15.49333
C -5.05655 1.65479 -12.30215
C -7.00823 6.11733 -15.09237
C 4.10832 8.08396 -17.59496
C 4.70127 4.10013 -18.95964
C -2.29852 5.75604 -22.17214
C -0.57079 9.83349 -11.84173
C 5.24631 2.81765 -18.42541
C -1.04136 7.66080 -14.23790
C -5.47378 -1.57173 -17.64506
C -6.08983 -0.49918 -11.98883
C -3.69588 0.15393 -17.28209
C -6.59918 4.59760 -19.69672
C 2.72661 8.85417 -21.49822
C 1.70753 3.06051 -13.91035
C -4.90263 -3.91756 -17.26350
C 2.40640 -1.98113 -23.16304
C 3.21557 1.54392 -15.42087
C -0.43834 8.42092 -15.47326
C 5.29682 4.62680 -20.33386
C -5.89600 5.20936 -20.88387
C -2.58930 -0.92918 -17.24363
C -5.04083 -0.17607 -17.96645
C -6.42034 2.50654 -15.82781
C 3.21718 -0.87951 -19.06436
C -1.66818 -0.64563 -16.14117
C 6.90953 6.33447 -19.92993
H 5.49617 -0.39566 -23.45991
H 6.08378 7.03779 -20.03750
H -0.37126 6.51672 -12.46588
H -5.93912 -1.40249 -11.39772
H -5.40553 7.64289 -15.27258
H 5.08326 0.26521 -20.85866
H 0.81001 -1.92035 -20.04571
H -5.87140 1.69274 -15.35398
H -2.51633 11.80088 -12.34987
H -5.00283 -0.05504 -19.04904
H 0.92705 0.57039 -19.57721
H 0.90546 7.52506 -13.22068
H -1.90138 3.03950 -11.88480
H -8.30521 4.33291 -15.10778
H 2.95168 3.32259 -19.73392
H -4.13848 4.45064 -18.90810
H -1.07448 9.67864 -10.88757
H 2.81217 1.36628 -23.25242
H 2.04353 -2.10641 -24.18320
H 4.76311 7.27222 -17.91187
H -5.54320 4.61795 -21.72877
H 0.55135 -2.87795 -22.36131
H -7.81169 6.78123 -15.41139
H -10.63196 4.39590 -18.99215
H -3.23274 6.00888 -22.67355
H 4.88394 1.98802 -19.03245
H -6.55050 5.37687 -18.93615
H 4.23331 7.96541 -16.51866
H 4.72293 5.48662 -20.67947
H 2.13596 1.53860 -20.42043
H -2.39504 -0.87528 -19.42312
H -6.33569 -0.86414 -12.98606
H -5.97298 2.57662 -16.81930
H 7.23261 6.41811 -18.89228
H -10.06294 2.80511 -19.57264
H -4.30520 -4.79714 -17.50332
H -3.94699 0.42578 -16.25684
H -1.54636 6.44957 -22.54814
H -1.92670 4.20487 -23.69455
H 1.11385 1.44161 -15.38576
H 3.86591 -1.75434 -19.02068
H -3.35932 10.93481 -13.57751
H -6.94311 -0.00393 -11.52543
H -5.76961 1.70977 -13.12472
H -2.58113 1.63092 -11.05866
H 0.64100 -1.17970 -22.46472
H -2.81923 6.84383 -15.50623
H 2.94201 3.52056 -18.13484
H -7.40989 5.52245 -13.15068
H -2.25791 -0.44140 -15.24752
H -3.38290 1.06813 -17.78646
H -3.30932 1.77827 -13.51942
H 4.84549 2.66090 -17.42397
H 4.61544 -1.11980 -24.65030
H -4.62670 3.60842 -14.05270
H 3.22932 0.67960 -14.75689
H 1.53695 0.29800 -23.84110
H -3.40513 10.32488 -12.05279
H -6.36492 -1.77094 -18.24028
H -4.65970 -3.68233 -19.85478
H -0.99436 0.20445 -16.24810
H -6.05146 2.79762 -20.13191
H -3.41308 4.32360 -13.33387
H 0.95324 2.19116 -10.72959
H -5.02134 -3.83083 -16.18346
H -1.49485 11.13815 -14.93984
H 4.11550 2.15833 -15.44775
H -1.18901 6.07403 -15.69661
H 0.30489 9.18527 -11.87482
H 0.53555 3.67053 -11.55350
H -0.95594 3.44060 -17.85868
H -6.57118 5.90144 -21.38712
H -2.60819 2.47244 -22.08836
H -3.02047 4.39619 -19.92741
H -1.11391 8.59098 -16.31159
H -2.23325 5.78817 -14.31226
H 2.25422 4.00371 -16.06862
H -8.64214 5.16075 -20.20187
H 2.82871 5.64534 -17.89195
H 7.78609 6.56122 -20.53682
H 0.53766 10.34313 -15.86062
H 3.23398 6.75503 -19.86566
H 2.66599 3.54902 -13.73478
H -1.08993 -1.52279 -15.85081
H -0.21090 2.90507 -22.42824
H 2.05826 3.51062 -23.07620
H 3.06567 9.74720 -22.02322
H -0.34434 4.00908 -21.11349
H 0.42597 7.81902 -15.75392
H 6.33584 2.80224 -18.39736
H 4.29539 9.06656 -18.02809
H -10.35612 3.01218 -17.87680
H 2.52066 -1.04196 -18.24183
H -5.94100 -4.12967 -17.51826
H -5.75765 6.77864 -16.80617
H -1.84757 4.48703 -17.22474
H 5.02578 -2.07444 -23.35292
H -0.21637 10.82876 -11.57355
H 0.93253 3.51384 -16.55996
H -7.47714 4.53900 -16.56706
H -2.42624 -3.64030 -16.04744
H -1.14066 -1.78727 -18.70792
H -5.83357 5.61639 -13.52177
H 1.43603 6.15938 -17.47118
H 2.93861 0.51690 -24.77659
H 5.36843 3.80752 -21.04923
H -3.66328 3.55127 -22.41368
H 2.06238 8.49159 -17.64786
H 4.88154 4.92408 -18.26920
H 1.01611 0.78122 -21.41174
H 2.20543 3.31412 -11.28731
H 3.19909 1.09127 -16.41230
H 1.08817 9.67516 -14.37848
H 0.45534 6.08248 -13.95141
H -5.82485 -1.57267 -16.61315
H 2.14527 4.50336 -21.61005
H -1.16563 -0.00151 -18.59874
H -4.87835 5.98915 -15.44721
H -3.22626 3.21489 -10.80607
H 3.12803 8.00916 -22.05762
H -7.40205 2.06970 -16.01086
H 1.66728 8.84661 -21.75486
H 0.93992 3.83419 -13.89350
H -5.50760 2.15248 -11.44370
H 2.98981 -2.88095 -22.96792
H 2.25440 -2.78743 -20.49699
H -0.33598 11.59894 -13.89772
H -3.55478 8.09315 -12.76325
H 3.80255 0.01345 -18.84513
H -5.76031 0.54216 -17.57327
H 1.59298 7.41763 -19.87049
H -2.19912 5.88906 -21.09487
H -4.99822 5.65300 -20.45343
H -3.02696 -2.99872 -19.51024
H -6.39694 3.05877 -18.57034
H 2.49929 5.18710 -23.19664
H -8.33274 3.55900 -20.68122
H -4.44469 -1.95826 -19.91072

Cartesian forces (eV/Å) of the 2 atoms listed first:
-0.423 -0.495 0.888
-0.369 0.314 -0.614

Löwdin population analysis, charges in e, atoms 1 to 8: number 1, O, carries -0.0030; number 2, O, carries -0.2144; number 3, O, carries -0.1811; number 4, O, carries -0.1688; number 5, O, carries -0.0653; number 6, O, carries -0.0123; number 7, O, carries -0.1800; number 8, O, carries -0.2134